# 1
DFT (ωB97M-V/def2-TZVPD) results for the molecule C4H13N2OP at a distorted geometry.

```
21
Properties=species:S:1:pos:R:3:lowdin_spin:R:1
C -0.70 -0.45 -2.01 0.04
C 1.39 -1.64 -1.48 0.04
C -1.53 1.24 0.90 0.03
C 0.29 0.40 2.33 0.06
N 0.53 -0.45 -1.28 0.16
N -0.11 0.90 1.04 0.30
O 0.57 2.03 -1.23 0.25
P 1.04 0.79 -0.22 0.93
H -1.40 0.40 -1.67 0.01
H -0.56 -0.30 -3.11 0.02
H -1.30 -1.41 -1.94 0.00
H 0.90 -2.53 -1.05 0.00
H 1.58 -1.88 -2.47 0.00
H 2.27 -1.38 -0.89 0.04
H -1.75 1.59 -0.13 0.01
H -2.06 0.30 0.87 0.01
H -1.85 2.05 1.54 0.00
H 0.28 1.16 3.13 0.01
H -0.46 -0.38 2.67 0.01
H 1.25 -0.20 2.25 0.04
H 0.18 1.78 -2.05 0.04
```

orbital gap (spin up / spin down) = 0.157 / 0.225 Eh
energy above the lowest of the compared OMol25 structures with the same formula, charge and spin = 54.67 kcal/mol
2S+1 = 3
max |F| = 0.0618 Eh/bohr
charge = 0


# 2
DFT (ωB97M-V/def2-TZVPD) results for a cluster of 8 separate species, C39H39Br2F3N7O2PS in total at a distorted geometry.

```
94
Properties=species:S:1:pos:R:3:lowdin_charge:R:1
C 2.89 4.39 2.95 -0.16
C 1.47 4.38 2.13 -0.66
Br 1.31 5.77 0.64 0.58
C 0.33 3.41 2.39 -0.83
Br 0.52 2.00 3.84 0.62
P -1.22 3.59 1.26 0.80
S -3.00 2.83 2.18 0.59
O -3.52 1.67 1.26 -0.41
O -2.83 2.31 3.63 -0.42
C -4.41 4.11 2.26 -0.29
F -4.17 4.93 3.50 0.00
F -5.71 3.37 2.39 0.01
F -4.39 4.93 1.01 -0.01
H 3.00 5.47 3.44 0.10
H 2.97 3.61 3.81 0.06
H 3.82 4.19 2.23 0.07
H -1.50 5.02 1.06 -0.06
C -8.49 1.80 -1.05 -0.08
C -7.26 2.05 -0.44 -0.08
C -6.38 0.99 -0.30 -0.14
N -6.64 -0.27 -0.71 0.06
C -7.84 -0.48 -1.29 -0.15
C -8.79 0.51 -1.48 -0.08
H -9.21 2.60 -1.18 0.10
H -7.00 3.04 -0.09 0.09
H -5.40 1.13 0.16 0.07
H -8.03 -1.50 -1.61 0.07
H -9.74 0.28 -1.96 0.06
C 8.08 2.02 2.03 -0.09
C 7.02 1.35 1.43 -0.08
C 5.97 2.10 0.92 -0.15
N 5.92 3.44 0.97 0.04
C 6.96 4.07 1.56 -0.16
C 8.05 3.41 2.09 -0.07
H 8.92 1.47 2.44 0.08
H 7.02 0.27 1.36 0.10
H 5.13 1.61 0.44 0.10
H 6.89 5.16 1.59 0.10
H 8.86 3.97 2.56 0.10
C -13.67 1.04 -5.10 -0.08
C -13.40 1.44 -3.79 -0.08
C -12.17 1.11 -3.25 -0.15
N -11.22 0.42 -3.91 0.06
C -11.51 0.05 -5.18 -0.14
C -12.71 0.33 -5.81 -0.08
H -14.63 1.29 -5.56 0.10
H -14.13 1.99 -3.21 0.10
H -11.91 1.40 -2.24 0.10
H -10.73 -0.51 -5.69 0.10
H -12.89 0.01 -6.83 0.10
C -8.43 -6.57 -2.82 -0.08
C -7.44 -5.63 -3.09 -0.08
C -7.60 -4.35 -2.57 -0.14
N -8.67 -3.97 -1.83 0.05
C -9.61 -4.91 -1.60 -0.15
C -9.53 -6.21 -2.06 -0.08
H -8.33 -7.58 -3.21 0.10
H -6.57 -5.88 -3.68 0.10
H -6.86 -3.58 -2.75 0.10
H -10.45 -4.57 -1.00 0.10
H -10.32 -6.92 -1.84 0.10
C 13.01 1.24 -0.26 -0.08
C 13.33 1.13 1.09 -0.08
C 12.31 0.84 1.98 -0.15
N 11.02 0.66 1.62 0.05
C 10.75 0.78 0.30 -0.15
C 11.70 1.06 -0.66 -0.08
H 13.79 1.47 -0.99 0.10
H 14.35 1.27 1.44 0.10
H 12.51 0.74 3.05 0.10
H 9.70 0.63 0.03 0.09
H 11.42 1.14 -1.71 0.10
C -0.06 -3.49 5.01 -0.08
C 0.06 -2.38 5.84 -0.07
C 1.05 -1.45 5.55 -0.17
N 1.91 -1.57 4.51 0.05
C 1.77 -2.66 3.73 -0.15
C 0.81 -3.64 3.93 -0.08
H -0.82 -4.24 5.20 0.11
H -0.60 -2.24 6.69 0.10
H 1.18 -0.57 6.17 0.10
H 2.47 -2.72 2.90 0.10
H 0.74 -4.49 3.27 0.10
C 10.17 -4.28 -3.06 -0.08
C 11.16 -3.33 -3.32 -0.08
C 11.00 -2.05 -2.81 -0.15
N 9.93 -1.67 -2.07 0.06
C 8.99 -2.61 -1.83 -0.15
C 9.07 -3.91 -2.30 -0.08
H 10.27 -5.29 -3.45 0.11
H 12.03 -3.58 -3.91 0.10
H 11.74 -1.28 -2.99 0.10
H 8.15 -2.28 -1.24 0.10
H 8.28 -4.63 -2.08 0.10
```

structure (SMILES) = C/C(Br)=C(\Br)PS(=O)(=O)C(F)(F)F.c1ccncc1.c1ccncc1.c1ccncc1.c1ccncc1.c1ccncc1.c1ccncc1.c1ccncc1
orbital gap = 0.293 Eh
max |F| = 0.1609 Eh/bohr
charge = 0


# 3
DFT (ωB97M-V/def2-TZVPD) results for a cluster of 5 separate species, CH14NO4 in total at a distorted geometry.

```
20
Properties=species:S:1:pos:R:3:lowdin_charge:R:1
C -0.36 1.63 -0.10 -0.03
N 0.19 0.27 -0.22 0.12
H -0.93 1.92 0.78 0.09
H 0.49 2.30 0.07 0.10
H -0.95 1.88 -0.97 0.10
H -0.54 -0.45 -0.21 0.11
H 0.90 0.05 0.49 0.11
H 0.68 0.24 -1.16 0.09
H 0.87 -0.56 -3.06 0.07
H 2.44 -0.45 -2.85 0.09
O 1.58 -0.10 -2.56 -0.04
H -1.51 -0.73 3.19 0.05
H -2.99 -0.59 2.38 0.03
O -2.22 -0.20 2.78 -0.06
H -1.81 -0.97 -2.23 0.08
H -1.70 -2.48 -1.72 0.07
O -1.36 -1.58 -1.60 -0.05
H 2.02 0.05 3.01 0.06
H 3.05 -0.31 1.94 0.06
O 2.17 0.08 2.05 -0.05
```

orbital gap = 0.424 Eh
energy above the lowest of the compared OMol25 structures with the same formula, charge and spin = 22.40 kcal/mol
max |F| = 0.0394 Eh/bohr
charge = +1


What did we get for total energy? Answer: -686.1074 -8230.1605 -401.9782 hartree, in the order shown.